1.
{
  "formula": "H26O13",
  "method": "the ωB97M-V functional and the def2-TZVPD basis",
  "species": ["H", "O", "H", "H", "H", "O", "H", "H", "H", "H", "H", "O", "O", "H", "H", "H", "H", "O", "H", "H", "O", "H", "H", "H", "O", "H", "O", "H", "H", "H", "H", "H", "O", "O", "O", "O", "H", "H", "O"],
  "xyz": [[3.124, 0.794, -2.358], [-1.144, 0.446, 3.858], [-2.803, -1.274, -0.346], [-2.196, 1.672, 2.386], [2.963, 1.637, -1.064], [1.116, 3.050, -0.656], [-1.521, 0.149, -2.468], [-3.051, -0.876, 1.783], [-2.716, 1.200, -2.417], [-0.739, 1.877, 1.680], [2.247, -0.791, 0.511], [-2.383, -1.555, 1.919], [2.165, -3.004, 0.297], [-0.653, 0.442, -1.017], [0.838, 1.665, -2.802], [0.465, 2.853, 0.025], [-0.231, 2.463, -3.674], [0.420, 1.769, -3.661], [3.114, -2.855, 0.359], [0.900, -1.808, -1.316], [-3.440, -0.955, -0.979], [-0.376, 0.517, 4.418], [-0.344, -2.330, 2.738], [-0.126, -2.734, -1.854], [-0.054, -1.943, -1.312], [0.853, -2.282, 1.795], [0.091, 0.743, -0.522], [0.713, 0.134, -0.139], [-2.553, -1.959, 2.756], [1.405, 3.874, -0.229], [-0.840, -0.092, 3.112], [3.804, -0.817, 0.517], [-1.635, 2.166, 1.796], [0.379, -1.764, 2.463], [-1.870, 0.979, -2.805], [3.171, 0.760, -1.397], [2.081, -3.821, -0.205], [-3.164, -0.052, -1.133], [3.020, -0.362, 0.820]],
  "mulliken_charge": [0.277, -0.637, 0.273, 0.283, 0.284, -0.558, 0.341, 0.316, 0.296, 0.324, 0.197, -0.594, -0.564, -0.051, 0.282, 0.255, 0.304, -0.684, 0.261, 0.224, -0.615, 0.293, 0.284, 0.261, -0.549, 0.289, 0.282, 0.049, 0.281, 0.263, 0.355, 0.259, -0.639, -0.559, -0.509, -0.559, 0.271, 0.284, -0.571],
  "e_homo_ev": -10.20,
  "homo_lumo_gap_ev": 9.932,
  "lumo_ev": -0.264,
  "charge": 0
}

---

2.
{
  "formula": "H26O13",
  "method": "the ωB97M-V functional and the def2-TZVPD basis",
  "species": ["O", "H", "H", "H", "H", "O", "H", "H", "H", "H", "O", "O", "H", "O", "O", "H", "O", "H", "H", "H", "O", "H", "H", "O", "H", "H", "O", "O", "H", "O", "O", "H", "H", "H", "H", "H", "H", "H", "H"],
  "xyz": [[2.658, -1.197, -1.726], [3.466, -0.870, -2.123], [0.682, 0.929, 2.640], [2.246, -0.420, -1.347], [-3.472, 0.544, 1.467], [-3.558, -0.388, 1.264], [0.464, 2.020, 3.666], [2.618, 2.073, -1.892], [-0.031, -1.672, -2.730], [-0.492, 0.153, -0.885], [2.874, 0.407, 1.144], [1.665, 2.018, -1.958], [0.317, -0.074, 0.374], [-2.420, 1.992, -2.136], [0.082, -2.372, -2.087], [-0.560, -1.612, 2.464], [-0.909, -1.626, 3.355], [-1.866, 1.514, 0.505], [0.246, 1.035, -3.107], [1.367, 1.924, -1.053], [1.151, 1.506, 3.241], [2.882, 1.327, 1.410], [-1.131, -2.544, 3.511], [-0.395, 0.343, -3.265], [2.010, -1.198, 1.498], [1.017, -2.363, -1.884], [-2.188, 2.051, 1.229], [-0.316, 0.525, -0.021], [-1.908, 2.940, 1.011], [1.191, -1.678, 1.374], [-1.490, -2.471, 0.350], [1.453, -2.599, 1.353], [-2.658, -0.689, 1.136], [-1.183, 0.636, -2.806], [-2.780, 2.006, -3.023], [-2.700, 2.823, -1.751], [-1.309, -2.160, -0.537], [-0.778, -3.081, 0.541], [3.753, 0.248, 0.802]],
  "mulliken_charge": [-0.630, 0.295, 0.354, 0.302, 0.392, -0.668, 0.303, 0.282, 0.315, 0.081, -0.594, -0.622, -0.008, -0.586, -0.628, 0.281, -0.611, 0.306, 0.322, 0.287, -0.648, 0.275, 0.295, -0.618, 0.199, 0.294, -0.692, 0.170, 0.276, -0.377, -0.629, 0.247, 0.315, 0.332, 0.261, 0.273, 0.330, 0.258, 0.264],
  "e_homo_ev": -9.85,
  "homo_lumo_gap_ev": 9.366,
  "lumo_ev": -0.479,
  "charge": 0
}

---

3.
{
  "formula": "H26O13",
  "method": "the ωB97M-V functional and the def2-TZVPD basis",
  "species": ["O", "O", "H", "H", "O", "H", "O", "O", "O", "O", "H", "H", "H", "H", "H", "H", "H", "H", "O", "H", "H", "H", "H", "H", "H", "H", "H", "O", "H", "H", "O", "H", "O", "H", "O", "H", "H", "H", "O"],
  "xyz": [[0.364, -3.217, 0.921], [1.966, -2.851, -2.031], [-3.430, -2.231, -0.001], [1.052, 4.199, -2.007], [0.226, 2.796, -0.789], [-0.265, 3.495, -0.402], [0.789, -0.183, -0.525], [-1.657, 2.992, 2.492], [-2.906, -0.633, -3.051], [4.386, 0.167, -1.015], [-2.208, -1.947, 0.906], [3.542, -0.234, -1.192], [-4.755, -0.340, 1.872], [0.613, -2.437, 1.432], [1.345, 0.819, 4.086], [-2.653, 0.273, -2.802], [-3.274, -0.632, 1.809], [-1.712, 2.061, 2.662], [-2.585, -2.607, 0.316], [1.378, -3.037, -1.366], [0.551, 5.290, -2.956], [-4.484, -1.355, -1.388], [-0.061, 0.242, -0.678], [6.110, -1.939, -0.008], [1.145, -0.208, -1.380], [1.750, 1.225, 2.799], [0.210, -3.838, 1.573], [1.465, 1.625, 3.648], [2.750, -2.867, -1.510], [4.948, -1.065, 0.639], [0.282, 4.439, -2.583], [-0.829, 3.351, 2.909], [-4.212, -0.502, -1.099], [0.978, 2.519, -0.151], [-4.111, -1.093, 1.933], [4.112, 1.123, -1.293], [-4.156, -0.692, -0.108], [-2.492, -1.183, -2.471], [5.826, -1.525, 0.808]],
  "mulliken_charge": [-0.539, -0.614, 0.236, 0.334, -0.715, 0.349, -0.551, -0.622, -0.622, -0.640, 0.253, 0.307, 0.340, 0.281, 0.300, 0.301, 0.316, 0.282, -0.536, 0.295, 0.288, 0.347, 0.260, 0.306, 0.286, 0.307, 0.267, -0.607, 0.299, 0.319, -0.567, 0.335, -0.586, 0.325, -0.665, 0.326, 0.308, 0.322, -0.624],
  "e_homo_ev": -10.44,
  "homo_lumo_gap_ev": 9.730,
  "lumo_ev": -0.708,
  "charge": 0
}

---

4.
{
  "formula": "H26O13",
  "method": "the ωB97M-V functional and the def2-TZVPD basis",
  "species": ["O", "O", "H", "H", "H", "O", "H", "O", "H", "O", "H", "H", "H", "O", "H", "H", "H", "H", "H", "O", "H", "O", "H", "H", "H", "H", "H", "O", "H", "O", "H", "H", "O", "H", "H", "H", "H", "O", "O"],
  "xyz": [[-1.282, -3.747, -1.858], [0.244, 3.949, -0.274], [0.189, 5.223, 1.768], [2.575, -3.281, 3.010], [2.066, -2.501, 4.211], [-4.215, 0.383, 1.648], [-3.593, 0.686, -1.718], [0.221, 4.296, 1.506], [-4.686, 1.742, -1.681], [3.272, 0.667, 1.873], [1.596, -0.275, 0.440], [-0.719, 3.913, -0.304], [-4.211, -0.252, 0.923], [1.795, -3.162, 3.565], [-2.407, -2.514, 0.957], [2.803, -1.631, -1.889], [0.568, 3.844, 2.283], [-1.652, -0.771, -1.209], [-4.661, -0.081, 2.365], [1.542, 1.643, -1.214], [3.828, -0.151, -3.320], [-2.310, -1.675, 1.421], [3.158, -2.279, -0.561], [2.499, -0.126, -4.057], [2.940, 1.570, 1.809], [-1.181, -4.137, -0.983], [4.227, 0.774, 1.956], [2.876, -0.150, -3.170], [2.119, 1.381, -1.940], [2.490, -2.286, -1.255], [0.490, 3.181, 0.254], [1.265, 2.537, -1.444], [-3.828, 1.549, -2.076], [-1.816, -1.902, 2.216], [-2.236, -3.706, -1.989], [-2.911, -0.956, -0.378], [0.165, -0.453, -0.040], [-2.149, -1.437, -0.721], [0.927, 0.133, -0.121]],
  "mulliken_charge": [-0.613, -0.698, 0.243, 0.308, 0.316, -0.601, 0.278, -0.512, 0.321, -0.609, 0.198, 0.328, 0.269, -0.623, 0.296, 0.338, 0.233, 0.227, 0.308, -0.502, 0.321, -0.576, 0.299, 0.288, 0.298, 0.295, 0.301, -0.676, 0.217, -0.603, 0.396, 0.304, -0.615, 0.257, 0.294, 0.270, 0.233, -0.436, -0.370],
  "e_homo_ev": -8.12,
  "homo_lumo_gap_ev": 8.396,
  "lumo_ev": 0.273,
  "charge": 0
}

---

5.
{
  "formula": "H26O13",
  "method": "the ωB97M-V functional and the def2-TZVPD basis",
  "species": ["H", "H", "H", "H", "H", "O", "H", "H", "O", "H", "H", "O", "H", "H", "H", "O", "H", "O", "H", "H", "H", "O", "O", "H", "H", "H", "O", "O", "H", "H", "H", "O", "O", "H", "O", "H", "H", "O", "H"],
  "xyz": [[-2.906, -1.487, -2.536], [-2.603, 1.308, 2.688], [0.807, 1.055, -3.960], [2.774, 1.234, -1.058], [-2.693, 2.295, 1.393], [3.713, 1.421, -1.326], [1.454, 1.713, 3.829], [2.870, -2.443, 0.065], [1.251, 2.766, -2.083], [0.410, 0.033, -2.910], [0.005, -3.726, -2.375], [-2.538, 2.230, 2.274], [-0.771, -2.284, 2.464], [0.999, -1.476, 2.444], [-0.572, -2.741, -3.163], [1.592, -0.717, 2.180], [1.289, 2.749, -1.162], [0.213, 0.419, -3.714], [1.548, -2.078, -0.298], [-2.778, -0.550, 0.846], [0.082, 1.757, 3.194], [-1.398, -1.794, 2.955], [-2.832, -0.610, -2.051], [1.895, 3.435, -2.403], [0.030, -0.145, -1.243], [1.072, 2.238, 1.057], [0.234, -0.650, -0.487], [0.858, 1.571, 0.322], [-0.047, 1.211, 0.573], [-0.062, -1.691, -0.805], [4.035, 1.194, -0.538], [-3.381, -0.618, 1.700], [2.311, -2.471, -0.592], [-1.899, -2.307, 3.560], [-0.183, -2.743, -2.268], [1.265, -0.246, 1.461], [-4.178, -0.192, 1.339], [0.849, 2.414, 3.495], [-2.714, -0.073, -2.868]],
  "mulliken_charge": [0.294, 0.363, 0.274, 0.299, 0.261, -0.614, 0.349, 0.269, -0.532, 0.287, 0.276, -0.629, 0.288, 0.270, 0.257, -0.620, 0.273, -0.593, 0.214, 0.291, 0.286, -0.523, -0.615, 0.298, 0.091, 0.320, -0.251, -0.635, 0.269, 0.389, 0.291, -0.609, -0.562, 0.246, -0.547, 0.289, 0.305, -0.653, 0.335],
  "e_homo_ev": -10.89,
  "homo_lumo_gap_ev": 10.657,
  "lumo_ev": -0.235,
  "charge": 0
}

---

6.
{
  "formula": "H26O13",
  "method": "the ωB97M-V functional and the def2-TZVPD basis",
  "species": ["H", "O", "O", "H", "H", "O", "O", "H", "H", "O", "H", "H", "H", "H", "O", "O", "H", "H", "H", "H", "O", "H", "H", "H", "H", "O", "H", "O", "H", "O", "H", "H", "O", "H", "H", "H", "H", "O", "H"],
  "xyz": [[-1.202, 3.477, 1.334], [-1.458, 3.092, -0.857], [-2.918, 0.109, -1.767], [4.649, -1.603, -2.953], [0.600, 1.097, -0.964], [-4.341, -0.487, -0.584], [-0.187, 1.092, -1.400], [-3.509, -0.772, -0.280], [5.226, 2.320, 1.006], [-0.335, -2.259, 2.664], [-0.950, -2.647, 3.326], [-0.760, -2.320, 1.884], [-0.776, 0.840, -0.625], [1.530, -1.365, 0.135], [1.036, -0.559, 0.110], [-3.110, -2.453, 0.283], [4.780, -1.218, 0.523], [-2.887, -1.940, 1.067], [1.554, -0.013, 0.770], [-0.605, 0.658, 1.704], [3.918, -1.491, -2.357], [4.462, -0.531, -0.799], [4.323, 2.215, 2.145], [-1.752, 3.938, -0.701], [-2.039, -0.160, -1.410], [4.416, 1.917, 1.236], [3.864, -2.318, -1.764], [4.810, -1.396, -0.413], [-1.083, 4.808, 0.606], [-0.931, -1.592, -0.585], [-4.079, -2.444, 0.266], [-0.929, 0.194, 3.113], [-0.373, -0.068, 2.392], [-1.099, 2.624, -0.074], [-0.632, -1.676, 0.287], [-0.366, -2.139, -1.180], [-2.841, -0.279, -2.618], [-0.610, 4.012, 0.669], [-4.821, -0.081, 0.072]],
  "mulliken_charge": [0.411, -0.509, -0.557, 0.287, 0.369, -0.576, -0.485, 0.454, 0.294, -0.558, 0.309, 0.323, -0.078, 0.222, -0.536, -0.643, 0.263, 0.304, 0.266, 0.297, -0.669, 0.398, 0.300, 0.307, 0.191, -0.578, 0.365, -0.630, 0.303, -0.414, 0.315, 0.256, -0.484, 0.343, 0.180, 0.200, 0.254, -0.722, 0.225],
  "e_homo_ev": -8.22,
  "homo_lumo_gap_ev": 7.927,
  "lumo_ev": -0.288,
  "charge": 0
}

---

7.
{
  "formula": "H26O17SSr",
  "method": "the ωB97M-V functional and the def2-TZVPD basis",
  "species": ["O", "H", "H", "O", "H", "S", "O", "H", "H", "H", "H", "H", "H", "O", "O", "O", "O", "O", "O", "H", "O", "O", "O", "H", "Sr", "O", "H", "H", "O", "H", "H", "H", "O", "H", "H", "H", "H", "O", "H", "H", "H", "O", "H", "H", "H"],
  "xyz": [[1.431, -2.227, -2.001], [0.445, 2.759, 2.422], [-1.159, -1.690, -3.293], [1.872, -1.418, 3.000], [-1.045, 2.055, 1.504], [0.312, 0.084, 0.217], [-1.937, -2.429, -0.402], [1.879, 1.527, -2.699], [-1.962, 1.115, -0.218], [-0.223, 2.892, -1.693], [-1.762, 0.254, 1.706], [-0.312, -1.990, 1.980], [-1.916, -3.382, -0.416], [-1.168, 2.914, 2.006], [2.747, 1.761, -2.331], [1.478, 0.933, 0.408], [-2.723, 1.457, -0.717], [0.197, -0.218, -1.190], [-0.855, -2.418, 2.661], [-0.959, -0.750, -2.195], [0.170, 3.196, -0.898], [-2.345, -0.129, 2.388], [0.576, 0.625, -3.646], [0.437, 0.211, -2.731], [3.856, 1.375, 0.060], [1.537, -3.360, 0.357], [-1.873, 3.369, 1.517], [0.477, 2.362, -0.572], [-1.666, -1.120, -2.715], [-1.272, -1.686, 3.106], [0.063, 1.402, -3.496], [-3.295, 0.700, -0.559], [-0.810, 0.846, 0.679], [1.334, -0.869, 3.566], [3.217, 2.364, -2.935], [1.414, -1.409, 2.133], [0.904, -1.451, -1.763], [0.555, -1.115, 0.963], [1.111, -2.561, 0.670], [1.526, 1.891, 1.673], [1.630, -2.612, -1.128], [1.414, 2.458, 2.436], [-1.875, -2.134, -1.319], [-2.217, 0.355, 3.213], [0.791, -3.934, 0.251]],
  "mulliken_charge": [-0.826, 0.494, 0.400, -0.712, 0.678, -0.450, -0.564, 0.226, 0.292, 0.357, 0.469, 0.401, 0.226, -0.786, -0.486, -0.816, -0.725, -0.713, -0.684, 0.671, -0.650, -0.771, -0.797, 0.497, 1.909, -0.773, 0.322, 0.428, -0.757, 0.358, 0.356, 0.353, -0.567, 0.325, 0.244, 0.600, 0.442, -0.586, 0.475, 0.329, 0.585, -0.742, 0.377, 0.283, 0.306],
  "e_homo_ev": -9.02,
  "homo_lumo_gap_ev": 5.513,
  "lumo_ev": -3.508,
  "charge": 0
}

---

8.
{
  "formula": "H27O13",
  "method": "the ωB97M-V functional and the def2-TZVPD basis",
  "species": ["O", "H", "H", "O", "O", "H", "H", "H", "H", "H", "H", "H", "H", "O", "O", "H", "H", "H", "H", "O", "O", "H", "H", "H", "O", "H", "H", "H", "H", "O", "H", "H", "O", "O", "H", "H", "O", "H", "H", "O"],
  "xyz": [[0.628, 1.429, 0.508], [-1.536, 3.598, 0.330], [4.749, -0.020, -0.840], [-4.197, 0.392, 0.312], [3.389, -0.212, -2.523], [-3.209, -2.037, -1.541], [3.398, -1.169, -2.394], [1.884, -0.493, 3.665], [-3.361, -1.451, 2.859], [0.061, -1.164, -2.270], [-2.886, -2.035, -3.122], [2.448, -0.074, -2.669], [-4.246, 0.924, -0.516], [2.518, -0.635, 2.962], [-2.791, -1.592, -2.279], [0.680, 2.260, 0.007], [-4.318, 1.078, 0.978], [1.624, -1.102, 0.271], [4.657, 0.690, 0.642], [1.745, -0.509, -0.534], [-0.852, 3.592, -0.352], [2.985, -2.274, 1.809], [-1.971, 0.124, 2.229], [-2.439, 1.103, -1.572], [-0.986, 0.302, 2.152], [-0.333, 1.411, 0.766], [2.697, -0.228, -0.335], [-3.285, 2.192, -2.406], [1.340, 0.457, -0.022], [0.690, -1.886, -2.309], [2.616, 0.020, 2.286], [-0.754, 4.537, -0.516], [-3.142, 1.755, -1.571], [-3.410, -0.576, 2.455], [1.963, -3.200, 1.481], [-0.416, -0.466, 2.138], [4.316, 0.084, 0.005], [1.411, -1.708, -2.889], [-3.988, -0.732, 1.697], [2.322, -2.386, 1.107]],
  "mulliken_charge": [-0.538, 0.326, 0.285, -0.683, -0.646, 0.301, 0.367, 0.300, 0.306, 0.317, 0.297, 0.264, 0.345, -0.580, -0.579, 0.380, 0.298, 0.404, 0.299, -0.580, -0.618, 0.309, 0.463, 0.302, -0.715, 0.403, 0.449, 0.299, 0.531, -0.553, 0.280, 0.283, -0.620, -0.655, 0.265, 0.233, -0.600, 0.255, 0.390, -0.583],
  "e_homo_ev": -13.84,
  "homo_lumo_gap_ev": 11.123,
  "lumo_ev": -2.717,
  "charge": 1
}